Record 1
ORCA calculation (ωB97M-V with the def2-TZVPD basis set) on a cluster of 9 separate species, C42H96O28P4S3 in total at a distorted geometry.

CARTESIAN COORDINATES (ANGSTROEM)
S: 3.74 20.29 -21.33
S: 4.07 13.48 -19.04
S: 7.30 20.24 -29.42
P: -1.39 11.69 -22.76
P: -1.03 13.26 -14.50
P: -4.11 20.84 -27.42
P: 8.91 24.87 -23.49
O: 4.44 13.25 -20.44
O: 1.42 28.42 -24.15
O: 3.64 14.81 -18.61
O: -0.85 28.66 -23.61
O: -1.45 10.59 -21.77
O: -0.16 11.77 -23.78
O: 8.67 19.94 -29.82
O: 10.16 19.49 -22.18
O: 0.14 14.14 -15.11
O: -0.95 12.02 -15.58
O: 9.93 24.13 -24.50
O: 4.58 19.12 -21.71
O: -3.54 22.12 -26.57
O: -5.52 20.55 -27.12
O: 11.26 17.66 -22.90
O: 6.23 20.26 -30.51
O: 9.80 25.10 -22.19
O: 10.95 17.84 -20.74
O: -3.79 21.17 -29.03
O: 7.61 24.16 -23.24
O: 8.73 26.38 -24.05
O: -0.29 12.63 -13.12
O: -2.39 13.89 -14.31
O: 0.07 26.78 -23.44
O: 3.37 21.36 -22.22
O: -3.18 19.58 -27.02
O: -2.63 11.87 -23.74
O: -1.25 13.18 -22.01
C: 6.75 18.90 -28.09
C: 5.52 12.94 -17.93
C: -0.84 12.68 -11.86
C: 10.23 25.17 -19.80
C: 10.46 18.55 -19.59
C: 4.43 21.11 -19.83
C: 2.17 19.71 -20.53
C: -4.64 20.79 -30.03
C: 11.33 24.53 -24.40
C: -2.02 13.59 -20.85
C: -1.75 10.93 -15.40
C: -1.39 19.15 -25.64
C: 7.93 27.32 -23.28
C: 1.19 11.73 -23.27
C: 9.69 24.39 -20.98
C: 11.02 17.88 -24.30
C: -4.32 19.44 -30.68
C: 6.49 20.96 -26.91
C: 6.55 27.56 -23.94
C: -0.73 9.91 -14.74
C: -1.65 15.01 -20.46
C: -3.22 24.42 -26.23
C: 2.83 12.16 -18.54
C: 10.72 18.46 -21.93
C: -1.79 19.58 -26.99
C: 2.28 20.25 -19.08
C: -0.96 30.04 -23.79
C: -3.49 14.15 -24.04
C: 0.56 15.28 -14.37
C: 0.32 13.21 -11.02
C: 7.20 21.64 -28.19
C: 0.31 27.94 -23.77
C: 3.55 11.44 -17.40
C: 5.13 11.50 -17.59
C: 1.56 10.28 -22.91
C: 1.11 25.87 -23.26
C: -0.28 16.49 -14.75
C: 12.07 23.48 -23.51
C: 3.19 21.48 -19.05
C: 5.71 19.78 -27.32
C: -4.05 23.38 -26.90
C: -2.68 12.99 -24.66
H: 12.76 24.00 -22.84
H: 6.71 22.45 -28.73
H: 6.46 13.18 -18.42
H: -2.20 10.57 -16.32
H: -0.57 16.49 -15.80
H: 5.80 11.14 -16.81
H: 0.89 24.81 -23.38
H: -1.49 18.80 -27.68
H: -3.89 14.85 -24.78
H: 7.67 27.11 -22.24
H: 1.59 25.87 -22.28
H: 0.28 17.33 -14.35
H: -1.71 13.38 -24.97
H: 0.91 12.40 -10.59
H: -1.23 11.75 -11.45
H: -2.83 14.73 -23.40
H: 2.18 18.63 -20.65
H: 11.28 25.47 -19.79
H: 10.18 17.38 -24.78
H: 11.65 24.44 -25.44
H: 10.00 23.34 -20.99
H: -1.28 20.49 -27.32
H: 4.82 20.06 -27.88
H: -3.51 25.42 -26.57
H: 5.89 27.86 -23.13
H: -2.58 11.27 -14.78
H: 1.38 20.39 -18.49
H: 9.61 26.06 -19.72
H: 2.74 22.37 -19.48
H: 12.51 22.69 -24.11
H: -4.77 18.69 -30.03
H: -1.29 9.00 -14.50
H: 0.01 9.71 -15.52
H: 10.76 19.60 -19.60
H: 2.68 11.42 -19.33
H: 6.19 26.61 -24.33
H: 7.29 20.78 -26.19
H: -3.13 12.55 -25.55
H: -4.48 21.65 -30.69
H: 6.39 18.01 -28.60
H: 1.87 12.30 -23.90
H: 9.37 18.59 -19.60
H: 5.17 20.44 -19.38
H: 1.46 20.22 -21.18
H: -4.73 19.35 -31.69
H: -4.10 23.53 -27.98
H: 5.98 21.74 -26.35
H: 3.27 10.39 -17.40
H: -1.76 18.17 -25.32
H: 1.56 15.54 -14.72
H: 7.72 18.71 -27.63
H: 5.45 13.54 -17.03
H: -3.25 19.30 -30.82
H: 3.44 21.76 -18.02
H: -0.18 30.48 -23.16
H: -1.69 13.34 -11.74
H: 0.82 9.82 -22.25
H: 0.44 15.07 -13.31
H: -1.81 15.62 -21.35
H: 8.47 28.27 -23.32
H: -1.81 12.98 -19.98
H: 11.41 25.57 -24.10
H: 2.00 26.00 -23.88
H: -1.92 30.18 -23.30
H: 8.63 24.24 -20.80
H: 2.73 19.35 -18.65
H: -4.32 13.75 -23.45
H: -3.32 24.38 -25.15
H: -5.71 20.70 -29.85
H: 1.01 13.82 -11.61
H: -3.06 13.57 -21.18
H: -2.02 19.79 -25.02
H: 10.03 24.39 -19.07
H: -2.23 15.27 -19.57
H: 11.79 17.57 -25.01
H: 8.22 21.86 -27.88
H: 5.17 21.79 -20.26
H: -2.20 24.24 -26.57
H: 1.92 12.74 -18.35
H: -0.34 19.29 -25.41
H: 10.79 18.13 -18.65
H: -1.17 16.55 -14.14
H: 0.09 13.84 -10.17
H: 10.63 18.88 -24.50
H: 3.20 11.86 -16.46
H: 1.17 12.46 -22.46
H: 6.71 28.26 -24.76
H: -0.90 30.42 -24.81
H: 1.38 9.80 -23.87
H: 5.32 10.75 -18.35
H: 11.37 22.88 -22.92
H: 2.59 10.20 -22.55
H: 5.40 19.44 -26.33
H: -0.17 10.28 -13.88
H: -5.10 23.50 -26.64
H: -0.59 15.11 -20.22

* SMILES: CCOP(=O)(OCC)OCC.CCOP(=O)(OCC)OCC.CCOP(=O)(OCC)OCC.CCOP(=O)(OCC)OCC.O=S1(=O)CCCC1.O=S1(=O)CCCC1.O=S1(=O)CCCC1.COC(=O)OC.COC(=O)OC

***

Record 2
ORCA calculation (ωB97M-V with the def2-TZVPD basis set) on a structure of composition C24H27N3O3 at a distorted geometry.

CARTESIAN COORDINATES (ANGSTROEM)
O: 3.72 2.52 0.57
O: -0.01 -0.87 2.54
O: 1.69 -0.80 -2.22
N: 0.05 -1.60 0.43
N: 0.94 1.52 -1.53
N: 2.97 0.71 -0.96
C: 0.56 2.16 0.95
C: -1.76 2.57 1.65
C: 1.92 0.40 -1.56
C: -0.39 1.56 -1.76
C: -0.90 2.06 0.61
C: 1.37 2.36 -0.16
C: -3.91 -1.37 -0.55
C: 0.59 -1.11 1.63
C: -3.18 2.47 1.26
C: 2.84 -2.13 0.49
C: 4.25 0.07 -0.96
C: -5.46 -1.30 -0.85
C: 4.27 -2.09 0.57
C: -3.61 2.23 0.09
C: -2.94 -1.63 -1.51
C: -2.69 1.73 -0.78
C: 2.19 -1.59 1.46
C: -2.37 -1.22 1.16
C: -1.71 -1.82 -1.16
C: -1.43 1.75 -0.50
C: -3.74 -1.21 0.92
C: 2.76 1.96 0.01
C: -1.34 -1.66 0.01
C: 4.87 -0.79 0.24
H: -4.40 -0.78 1.37
H: -4.80 2.22 0.04
H: -0.84 -2.01 -1.97
H: 2.45 -1.93 -0.66
H: 0.59 -1.77 -0.41
H: -0.83 0.48 -1.88
H: -0.62 2.08 -2.52
H: 4.83 -2.51 1.44
H: -3.00 1.38 -1.66
H: -1.42 2.85 2.86
H: 0.87 3.28 1.63
H: -5.85 -2.20 -0.91
H: 0.87 1.32 1.33
H: 1.34 3.18 -0.71
H: -3.86 2.81 2.19
H: 4.00 -0.65 -1.93
H: 5.15 0.70 -1.45
H: -2.07 -0.88 2.02
H: 6.03 -0.56 0.03
H: -5.52 -0.78 -1.73
H: -6.13 -0.91 -0.21
H: 2.35 -1.74 2.59
H: 4.88 -2.86 -0.30
H: 2.60 -3.18 0.47
H: -3.33 -2.03 -2.39
H: 2.56 -0.33 1.49
H: 4.58 -0.04 1.13

***

Record 3
ORCA calculation (ωB97M-V with the def2-TZVPD basis set) on the molecule C4H5N3 at a distorted geometry.

CARTESIAN COORDINATES (ANGSTROEM)
N: 2.44 -0.65 -0.10
N: -1.86 -1.16 0.03
N: -2.06 0.22 -0.05
C: -0.92 0.92 -0.04
C: -0.58 -1.24 -0.01
C: 0.13 0.01 -0.04
C: 1.57 0.29 0.03
H: 3.38 -0.14 0.13
H: -0.12 -2.26 -0.03
H: -2.94 0.65 -0.07
H: 1.84 1.34 0.20
H: -0.86 2.03 -0.05

* SMILES: [H]/N=C/c1cn[nH]c1

***

| no. | HOMO-LUMO gap (eV) |
| --- | --- |
| 1 | 9.8 |
| 2 | 8.1 |
| 3 | 9.9 |